Record 1
Molecular formula: C15H10ClF3N4O2
Method: DFT, the ωB97M-V functional and the def2-TZVPD basis

Each line ends with the Löwdin charge.
Atoms and positions in Å:
F1 4.8578 -2.6196 0.6783  0.086
C1 3.7240 -1.9649 0.9862  -0.186
C2 3.5507 -1.5804 2.3255  -0.006
C3 2.3149 -1.1244 2.7956  0.002
C4 1.2150 -1.0168 1.8378  -0.106
N1 -0.0272 -0.4234 2.2207  -0.051
C5 -1.0692 -0.0297 1.4014  -0.023
C6 -1.9292 0.7949 2.0687  -0.250
C7 -3.1222 1.4195 1.4706  -0.108
O1 -2.8597 2.5007 0.4995  -0.015
C8 -2.4213 2.1739 -0.7509  -0.356
C9 -1.6635 3.1262 -1.2664  -0.023
C10 -1.2131 3.0112 -2.5449  -0.084
C11 -1.4666 1.8961 -3.3126  -0.594
Cl1 -0.9158 1.7650 -5.0248  0.596
C12 -2.2250 0.8993 -2.7120  -0.135
N2 -2.6247 0.9795 -1.4062  0.145
N3 -1.3992 1.0553 3.3727  0.109
N4 -0.2889 0.2681 3.3761  0.022
C13 1.5220 -1.2366 0.4362  0.061
C14 2.7057 -1.7614 0.0303  -0.209
O2 2.9250 -2.1766 -1.2695  0.055
C15 1.8402 -2.8715 -2.0399  -0.379
F2 0.9598 -2.0499 -2.5633  0.127
F3 1.1571 -3.7795 -1.3255  0.112
H1 4.3662 -1.7548 3.0209  0.121
H2 2.2112 -0.8719 3.9017  0.131
H3 -1.2572 -0.3475 0.4034  0.106
H4 -3.8254 0.6342 1.0714  0.145
H5 -3.6081 1.8590 2.2786  0.098
H6 -1.4423 3.9838 -0.6137  0.146
H7 -0.6418 3.8115 -2.9657  0.110
H8 -2.4574 -0.0098 -3.2126  0.098
H9 0.8074 -1.1452 -0.2852  0.080
H10 2.3010 -3.4142 -2.8823  0.174

Forces on atoms 1 to 6 (eV/Å):
-0.271 0.375 -0.321
-0.440 0.128 0.687
-0.610 -0.376 -0.667
-1.573 0.235 -0.426
2.956 0.635 0.265
-3.438 2.756 -0.268

Charge: 0
Energy relative to the best compared isomer or geometry (same formula, charge and spin): 0.0 kcal/mol
Calculated total energy: -1706.79027 hartree
E_HOMO: -9.03 eV
E_LUMO: 0.00 eV
HOMO-LUMO gap: 9.030 eV
SMILES: Fc1ccc(-n2cc(COc3ccc(Cl)cn3)nn2)cc1OC(F)F

Record 2
Molecular formula: C49H40As2F5NO14S2W
Method: DFT, the ωB97M-V functional and the def2-TZVPD basis

Each line ends with the Löwdin charge.
Atoms and positions in Å:
W1 -0.9930 0.9980 -0.3613  1.481
O1 -3.7613 3.8035 -0.9613  0.141
C1 -3.1352 2.9299 -0.4288  -0.530
O2 -1.9174 2.5749 -0.8017  -0.288
C2 -3.6239 2.1233 0.7212  -0.163
C3 -4.7717 2.5268 1.4097  0.029
C4 -5.1619 1.8495 2.5246  0.021
C5 -4.4137 0.7241 2.9278  -0.153
C6 -4.7286 -0.0101 4.0883  -0.031
C7 -4.0191 -1.1328 4.4219  -0.067
C8 -2.9846 -1.5779 3.5847  -0.049
C9 -2.6378 -0.8707 2.4625  -0.026
C10 -3.3129 0.3185 2.1238  -0.175
N1 -2.8934 1.0507 1.0443  0.088
H1 -5.3011 3.3899 1.0310  0.128
H2 -6.0290 2.1534 3.0964  0.125
H3 -5.5471 0.3260 4.7128  0.116
H4 -4.2643 -1.6881 5.3175  0.108
H5 -2.4499 -2.4909 3.8128  0.110
H6 -1.8286 -1.2282 1.8488  0.038
C11 5.0772 0.8754 -3.2566  -0.057
O3 5.3467 0.7242 -1.8694  -0.060
C12 4.3051 0.5288 -1.0476  -0.270
C13 4.6148 0.1852 0.2821  0.002
C14 3.6093 -0.1473 1.1448  -0.007
C15 2.2556 -0.1148 0.7560  -0.105
C16 1.2028 -0.5709 1.6093  -0.351
C17 1.4982 -1.3274 2.8661  0.029
O4 0.0062 -0.3682 1.3407  -0.174
C18 1.9620 0.3250 -0.5529  -0.303
O5 0.7187 0.4208 -0.9773  -0.401
C19 2.9833 0.6281 -1.4467  0.050
H7 6.0469 0.8432 -3.7456  0.094
H8 4.5953 1.8322 -3.4685  0.100
H9 4.4452 0.0614 -3.6217  0.090
H10 5.6517 0.1577 0.5889  0.120
H11 3.8478 -0.4300 2.1616  0.118
H12 1.8102 -0.6249 3.6422  0.087
H13 2.2983 -2.0485 2.7024  0.094
H14 0.5895 -1.8369 3.1812  0.087
H15 2.6971 0.9383 -2.4419  0.108
F1 1.2752 7.3077 -4.0187  0.116
C20 0.8944 6.0442 -3.8122  -0.147
C21 1.1712 5.4130 -2.6136  -0.149
F2 1.8619 6.0536 -1.6695  0.120
C22 0.7557 4.1108 -2.4265  -0.240
F3 1.1096 3.5104 -1.3016  0.087
C23 0.0266 3.3858 -3.3797  -0.473
S1 -0.5545 1.7601 -3.1623  0.840
C24 -0.1833 4.0494 -4.5940  -0.245
F4 -0.8130 3.4121 -5.5891  0.070
C25 0.2404 5.3451 -4.8109  -0.151
F5 0.0286 5.9341 -5.9933  0.110
C26 0.5008 -5.4771 1.6067  -0.016
O6 0.6790 -4.6757 0.4371  -0.016
C27 -0.0573 -3.5824 0.3695  -0.525
O7 -0.8676 -3.2860 1.2328  0.042
C28 0.0279 -2.7736 -0.8628  -0.214
C29 1.0979 -2.6491 -1.6755  -0.258
As1 1.0691 -1.7703 -3.4328  1.346
C30 0.9570 -3.4841 -4.4459  -0.245
C31 -0.8034 -1.3027 -3.7105  -0.305
C32 -1.6737 -1.0322 -2.7073  -0.311
As2 -1.4426 -1.4682 -0.8075  1.305
C33 -2.9890 -2.7206 -0.8058  -0.173
C34 -2.7682 -0.0619 -2.7071  -0.600
O8 -3.0648 0.4311 -1.5910  -0.114
O9 -3.4228 0.2637 -3.7736  0.004
C35 -4.3373 1.3635 -3.6699  0.017
C36 -1.0577 -0.9240 -5.1280  -0.555
O10 -2.1100 -0.9496 -5.7015  0.137
O11 0.1078 -0.6364 -5.7495  -0.140
C37 0.0016 -0.1920 -7.1031  -0.023
C38 2.4586 -3.0952 -1.2887  -0.509
O12 2.8611 -3.3280 -0.1808  0.134
O13 3.2803 -3.1176 -2.3620  -0.115
C39 4.6417 -3.4473 -2.0738  -0.024
H16 1.2862 -6.2255 1.5771  0.099
H17 -0.4776 -5.9573 1.5905  0.100
H18 0.5822 -4.8737 2.5089  0.095
H19 1.9137 -3.9999 -4.4090  0.018
H20 0.7174 -3.2497 -5.4816  0.024
H21 0.1786 -4.1187 -4.0254  0.034
H22 -2.6808 -3.6374 -1.3025  0.046
H23 -3.8165 -2.2563 -1.3376  0.038
H24 -3.2731 -2.9327 0.2216  0.026
H25 -4.5055 1.7016 -4.6870  0.107
H26 -3.9186 2.1638 -3.0631  0.085
H27 -5.2747 1.0310 -3.2235  0.105
H28 0.9757 -0.3546 -7.5554  0.095
H29 -0.2562 0.8674 -7.1205  0.098
H30 -0.7700 -0.7545 -7.6255  0.093
H31 5.1664 -3.4435 -3.0244  0.097
H32 4.7045 -4.4300 -1.6074  0.099
H33 5.0658 -2.7088 -1.3944  0.095
C40 1.6531 -1.1369 6.8710  -0.050
C41 1.3287 -0.5575 8.2212  -0.740
O14 1.4542 -1.1486 9.2584  0.005
S2 0.7755 1.1499 8.3137  1.020
C42 0.5461 1.6668 6.6213  -0.565
C43 1.6092 2.1338 5.8576  -0.099
C44 1.4274 2.4190 4.5132  -0.027
C45 0.1706 2.2649 3.9222  -0.241
C46 -0.9141 1.8924 4.7296  -0.016
C47 -0.7269 1.5885 6.0657  -0.095
C48 -0.0307 2.3140 2.5086  -0.094
C49 -0.2659 2.1378 1.3285  -0.070
H34 1.4998 -2.2148 6.8943  0.089
H35 2.7107 -0.9466 6.6755  0.098
H36 1.0617 -0.6941 6.0769  0.051
H37 2.5874 2.2466 6.3071  0.110
H38 2.2642 2.7491 3.9113  0.120
H39 -1.8976 1.8134 4.2856  0.108
H40 -1.5598 1.2690 6.6785  0.106

Forces on atoms 1 to 6 (eV/Å):
-1.108 0.963 3.167
-0.261 0.092 0.117
0.460 -0.060 -0.288
-1.026 1.728 -0.221
0.264 -0.896 0.534
-0.220 0.209 -0.004

Charge: 0
Calculated total energy: -8833.57568 hartree
E_HOMO (alpha / beta): -6.67 / -6.66 eV
E_LUMO (alpha / beta): -1.37 / -1.34 eV
HOMO-LUMO gap (alpha / beta): 5.296 / 5.325 eV

Record 3
Molecular formula: C26H32N2O7
Method: DFT, the ωB97M-V functional and the def2-TZVPD basis

Each line ends with the Löwdin charge.
Atoms and positions in Å:
C1 5.4539 -0.6554 -1.2762  -0.093
C2 4.3636 -1.7157 -1.3699  -0.220
C3 3.9816 -2.2413 0.0168  -0.195
O1 3.4845 -1.2311 0.8698  -0.032
C4 2.2391 -0.7282 0.6665  -0.192
C5 1.2906 -1.2242 -0.2124  -0.001
C6 0.0295 -0.6546 -0.2917  -0.019
C7 -0.3004 0.4267 0.5014  -0.189
C8 -1.7058 0.9854 0.4796  -0.163
C9 -2.7098 -0.1386 0.6315  -0.020
C10 -2.5979 -1.1555 1.6781  -0.274
O2 -3.1743 -2.2207 1.6463  0.145
C11 -1.6565 -0.7913 2.7705  -0.207
C12 -1.6438 0.2761 3.6278  -0.012
C13 -0.5312 0.0838 4.4776  -0.030
C14 0.0651 -1.0778 4.0730  -0.313
C15 1.3068 -1.7576 4.5233  0.012
O3 -0.6284 -1.6174 3.0554  0.118
C16 -3.5066 -0.1530 -0.4635  -0.159
O4 -4.5099 -0.9419 -0.8107  0.147
C17 -3.1208 0.9704 -1.3624  -0.380
O5 -3.6839 1.2436 -2.4091  0.077
N1 -2.0805 1.5924 -0.7818  0.016
C18 -1.4606 2.7729 -1.3194  -0.096
C19 -0.0578 2.5217 -1.8901  -0.168
N2 -0.0045 1.3540 -2.7444  -0.159
C20 -0.7595 1.5039 -3.9796  -0.155
C21 -0.6966 0.1945 -4.7633  -0.185
O6 0.6307 -0.1771 -5.0550  -0.126
C22 1.3701 -0.3074 -3.8667  -0.201
C23 1.3663 0.9903 -3.0595  -0.164
C24 0.6513 0.9537 1.3707  0.026
C25 1.9091 0.3886 1.4692  -0.193
O7 2.8943 0.8154 2.3081  -0.067
C26 2.6098 1.8717 3.1911  -0.073
H1 5.1351 0.1480 -0.6164  0.074
H2 6.3697 -1.0837 -0.8754  0.074
H3 5.6659 -0.2384 -2.2575  0.070
H4 4.7066 -2.5579 -1.9733  0.115
H5 3.4833 -1.2876 -1.8531  0.081
H6 3.2672 -3.0700 -0.0641  0.122
H7 4.8759 -2.6055 0.5302  0.131
H8 1.5130 -2.0791 -0.8297  0.112
H9 -0.6998 -1.0656 -0.9707  0.129
H10 -1.8088 1.7300 1.2797  0.160
H11 -2.3563 1.0752 3.6679  0.118
H12 -0.2238 0.7172 5.2855  0.110
H13 1.1519 -2.8336 4.5572  0.089
H14 2.1207 -1.5551 3.8257  0.080
H15 1.5920 -1.3994 5.5082  0.088
H16 -4.8524 -0.6220 -1.6665  0.131
H17 -1.3854 3.5328 -0.5339  0.132
H18 -2.1297 3.1428 -2.1001  0.124
H19 0.2617 3.4403 -2.4172  0.130
H20 0.6356 2.3455 -1.0638  0.109
H21 -1.8030 1.7151 -3.7490  0.101
H22 -0.3516 2.3221 -4.6001  0.133
H23 -1.2056 0.2964 -5.7226  0.128
H24 -1.1834 -0.5964 -4.1735  0.128
H25 2.3863 -0.5733 -4.1649  0.124
H26 0.9432 -1.1113 -3.2485  0.117
H27 1.9152 0.8417 -2.1264  0.112
H28 1.8683 1.7807 -3.6468  0.133
H29 0.3870 1.7996 1.9859  0.119
H30 1.7686 1.6283 3.8476  0.080
H31 3.5104 2.0031 3.7888  0.098
H32 2.3966 2.8018 2.6531  0.098

Forces on atoms 1 to 6 (eV/Å):
-0.194 -0.097 -0.078
0.034 0.122 0.416
0.059 -0.299 -0.482
-0.143 0.265 0.186
0.008 0.231 0.177
0.200 -0.101 0.060

Charge: 0
Energy relative to the best compared isomer or geometry (same formula, charge and spin): 2.5 kcal/mol
Calculated total energy: -1646.11035 hartree
E_HOMO: -8.00 eV
E_LUMO: -0.09 eV
HOMO-LUMO gap: 7.908 eV
SMILES: CCCOc1ccc([C@@H]2C(C(=O)c3ccc(C)o3)=C(O)C(=O)N2CCN2CCOCC2)cc1OC

Record 4
Molecular formula: C57H44Br2CdN7O5P
Method: DFT, the ωB97M-V functional and the def2-TZVPD basis

Each line ends with the Löwdin charge.
Atoms and positions in Å:
Cd1 -7.2451 -19.3824 -7.8639  1.403
Br1 -13.0085 -14.6289 -6.3278  0.718
C1 -11.7895 -16.0734 -6.8420  -0.651
C2 -11.9128 -17.1780 -5.8372  -0.091
C3 -10.8048 -17.8879 -5.5042  0.011
C4 -9.4928 -17.7766 -6.1508  -0.375
O1 -8.7786 -18.8079 -6.2038  -0.079
C5 -9.1898 -16.5027 -6.7932  -0.127
C6 -7.8691 -16.1883 -7.2207  -0.085
N1 -6.7897 -17.0026 -7.2339  0.003
C7 -5.5364 -16.5290 -7.4049  -0.247
C8 -5.1943 -15.2745 -7.9676  -0.026
C9 -3.8471 -14.8697 -7.9985  -0.107
C10 -2.8295 -15.6477 -7.4727  -0.087
C11 -3.0955 -16.9108 -6.9168  -0.172
C12 -2.1164 -17.7623 -6.3695  -0.034
C13 -2.5029 -19.0126 -5.9327  -0.080
C14 -3.8343 -19.4093 -6.0176  -0.140
N2 -4.7731 -18.6489 -6.5694  0.098
C15 -4.4625 -17.3900 -6.9578  -0.156
C16 -10.3330 -15.5688 -7.1433  -0.188
H1 -12.9014 -17.3949 -5.4351  0.093
H2 -10.8358 -18.7144 -4.7929  0.116
H3 -7.7945 -15.1731 -7.6281  0.108
H4 -5.9947 -14.6355 -8.3182  0.085
H5 -3.5901 -13.8859 -8.4035  0.093
H6 -1.7843 -15.2645 -7.4277  0.105
H7 -1.0642 -17.4744 -6.2988  0.107
H8 -1.7919 -19.7097 -5.4951  0.093
H9 -4.1673 -20.3768 -5.5933  0.093
H10 -10.1920 -14.5449 -6.7489  0.120
Br2 -11.0770 -13.9664 -14.5792  0.726
C17 -12.3148 -14.9666 -13.6218  -0.742
C18 -12.3885 -16.3772 -13.6739  -0.138
C19 -13.1115 -17.0820 -12.7055  -0.041
C20 -13.7803 -16.3741 -11.6803  -0.289
C21 -13.9294 -14.9682 -11.7659  -0.060
C22 -13.2043 -14.2662 -12.7163  -0.147
N3 -14.2370 -16.9315 -10.4854  -0.019
N4 -13.9591 -18.1484 -10.2932  0.017
C23 -12.8921 -18.5206 -9.4960  -0.221
C24 -12.6817 -19.9300 -9.5112  -0.037
C25 -11.4202 -20.4594 -9.3331  0.003
C26 -10.2513 -19.5885 -9.1963  -0.368
O2 -9.0874 -20.0557 -9.2110  -0.103
C27 -10.5720 -18.1725 -9.2259  -0.158
N5 -9.5897 -17.3497 -9.7633  0.089
C28 -9.8076 -16.0739 -9.7317  -0.082
C29 -10.7176 -15.4979 -8.6978  -0.187
C30 -11.9782 -16.2919 -8.4461  -0.198
C31 -11.8624 -17.6730 -8.9588  -0.044
H11 -11.7342 -16.9409 -14.3495  0.096
H12 -13.1245 -18.1773 -12.6623  0.102
H13 -14.4689 -14.4789 -10.9640  0.099
H14 -13.2663 -13.1712 -12.7669  0.086
H15 -13.5952 -20.4936 -9.7692  0.108
H16 -11.1900 -21.5339 -9.4491  0.111
H17 -9.1830 -15.4349 -10.3179  0.099
H18 -10.8505 -14.4390 -8.9755  0.139
H19 -12.9115 -15.7916 -8.7613  0.100
C32 -7.5860 -14.9454 -14.7086  -0.174
C33 -7.0329 -14.6774 -13.4704  -0.110
C34 -6.9275 -15.7042 -12.5445  -0.135
C35 -7.3697 -16.9939 -12.8555  -0.367
C36 -7.8136 -17.2861 -14.1836  -0.075
C37 -7.8789 -16.2399 -15.1010  -0.121
P1 -7.5165 -18.1023 -11.4398  1.092
C38 -8.1161 -19.6348 -12.1725  -0.329
C39 -7.5807 -20.9031 -11.8087  -0.085
C40 -8.2959 -22.0699 -12.0275  -0.099
C41 -9.4900 -22.0201 -12.7347  -0.122
C42 -10.0683 -20.7956 -13.0917  -0.114
C43 -9.4150 -19.6101 -12.7858  -0.122
C44 -5.8434 -18.4135 -10.8953  -0.432
C45 -4.7128 -18.0360 -11.6826  -0.099
C46 -3.4889 -18.5823 -11.3560  -0.148
C47 -3.3550 -19.4582 -10.3096  -0.124
C48 -4.4619 -19.7877 -9.5071  -0.183
C49 -5.6863 -19.1593 -9.7142  -0.224
H20 -7.7797 -14.1013 -15.3913  0.090
H21 -6.6467 -13.6915 -13.2407  0.094
H22 -6.5281 -15.5107 -11.5350  0.108
H23 -8.0825 -18.3013 -14.4594  0.088
H24 -8.2666 -16.3990 -16.1284  0.104
H25 -6.6014 -20.9950 -11.3546  0.081
H26 -7.9265 -22.9963 -11.5926  0.097
H27 -10.0475 -22.9455 -12.9517  0.091
H28 -10.9954 -20.7914 -13.6924  0.097
H29 -9.8741 -18.6410 -12.9530  0.089
H30 -4.9176 -17.4404 -12.5768  0.085
H31 -2.6245 -18.3478 -11.9806  0.085
H32 -2.4008 -19.9484 -10.0535  0.092
H33 -4.3239 -20.5810 -8.7729  0.069
C50 -9.2314 -23.9041 -6.4137  -0.085
C51 -8.3233 -23.8581 -5.1598  -0.171
C52 -6.8465 -23.3512 -5.3301  -0.273
C53 -6.2012 -23.4834 -3.9448  -0.226
C54 -4.7644 -22.9960 -3.7687  -0.095
C55 -6.0750 -24.2412 -6.3710  -0.380
O3 -5.5192 -25.2832 -6.0458  0.045
N6 -6.0317 -23.7428 -7.6742  0.194
C56 -6.4144 -22.4168 -8.1160  -0.528
O4 -6.3253 -22.1362 -9.3003  0.026
N7 -6.8658 -21.5495 -7.1633  0.072
C57 -6.8465 -21.8168 -5.8313  -0.435
O5 -6.8634 -20.9355 -4.9552  0.010
H34 -10.2622 -24.1355 -6.1202  0.064
H35 -8.9699 -24.6760 -7.1337  0.064
H36 -9.2764 -22.9622 -6.9915  0.077
H37 -8.2390 -24.8492 -4.6825  0.111
H38 -8.8186 -23.2589 -4.3846  0.114
H39 -6.2122 -24.5699 -3.6937  0.114
H40 -6.8801 -22.9807 -3.2116  0.123
H41 -4.0181 -23.6059 -4.3539  0.087
H42 -4.5208 -23.0675 -2.6995  0.065
H43 -4.6546 -21.9343 -4.0562  0.052
H44 -5.5614 -24.2751 -8.3776  0.134

Forces on atoms 1 to 6 (eV/Å):
1.064 0.314 -0.985
0.085 0.167 0.178
0.668 -0.840 -1.048
1.318 -0.422 -0.158
-1.607 -0.065 0.360
0.823 0.863 -1.888

Charge: -2
Energy relative to the best compared isomer or geometry (same formula, charge and spin): 31.8 kcal/mol
Calculated total energy: -8615.06156 hartree
E_HOMO (alpha / beta): -1.89 / -1.52 eV
E_LUMO (alpha / beta): 3.69 / 3.66 eV
HOMO-LUMO gap (alpha / beta): 5.584 / 5.178 eV